[1]
This record from the OMol25 dataset describes C17H34FeO17 as an isolated structure. The level of theory is ωB97M-V/def2-TZVPD.

Last column: Löwdin spin population.
Geometry (Å):
Fe: 4.51 -0.23 1.85  3.693
O: 2.73 -1.20 1.66  0.124
C: 1.83 -0.33 1.11  0.012
C: 2.30 1.12 0.82  0.012
O: 3.65 1.43 0.98  0.143
H: 0.88 -0.21 1.66  0.003
H: 1.42 -0.68 0.14  0.003
H: 1.65 1.72 1.49  0.005
H: 1.88 1.56 -0.09  0.002
C: 0.48 5.01 -1.77  0.000
O: 0.11 3.74 -1.27  0.000
C: -0.43 2.85 -2.11  0.000
O: -0.74 3.05 -3.24  0.000
O: -0.51 1.70 -1.43  0.000
C: -1.11 0.63 -2.18  0.000
H: 1.55 5.14 -1.65  0.000
H: -0.02 5.78 -1.18  0.000
H: 0.30 5.12 -2.84  0.000
H: -1.62 0.07 -1.38  0.000
H: -0.37 -0.03 -2.60  0.000
H: -1.98 0.92 -2.75  0.000
C: -3.30 4.79 5.20  0.000
O: -2.88 3.56 4.61  0.000
C: -1.68 3.12 4.96  0.000
O: -0.88 3.71 5.64  0.000
O: -1.49 1.92 4.42  0.000
C: -0.17 1.45 4.26  0.000
H: -4.23 5.06 4.72  0.000
H: -2.53 5.55 5.09  0.000
H: -3.44 4.66 6.27  0.000
H: -0.19 0.41 3.95  0.000
H: 0.36 1.49 5.21  0.000
H: 0.43 1.96 3.50  0.000
C: 3.98 -1.12 -2.14  0.001
O: 4.58 -1.13 -3.42  0.000
C: 4.95 0.05 -3.94  0.000
O: 4.94 1.08 -3.32  0.000
O: 5.19 -0.10 -5.22  0.000
C: 5.27 1.03 -6.07  0.000
H: 4.54 -0.47 -1.45  0.001
H: 4.08 -2.10 -1.70  0.000
H: 2.97 -0.71 -2.13  0.000
H: 5.18 0.71 -7.10  0.000
H: 6.17 1.62 -5.95  0.000
H: 4.38 1.63 -5.88  0.000
C: -2.08 -4.31 -4.35  0.000
O: -1.16 -4.80 -3.36  0.000
C: -0.56 -3.86 -2.64  0.000
O: -0.78 -2.68 -2.70  0.000
O: 0.25 -4.45 -1.78  0.000
C: 1.06 -3.61 -0.94  0.000
H: -1.54 -3.63 -4.99  0.000
H: -2.96 -3.86 -3.89  0.000
H: -2.37 -5.20 -4.91  0.000
H: 1.94 -3.37 -1.53  0.000
H: 1.27 -4.18 -0.04  0.000
H: 0.52 -2.71 -0.68  0.000
C: -5.80 -3.60 3.58  0.000
O: -5.18 -2.53 2.88  0.000
C: -3.89 -2.37 3.13  0.000
O: -3.30 -2.87 4.05  0.000
O: -3.39 -1.42 2.35  0.000
C: -2.00 -1.18 2.42  0.000
H: -5.27 -4.54 3.45  0.000
H: -6.82 -3.63 3.21  0.000
H: -5.82 -3.42 4.66  0.000
H: -1.40 -2.02 2.77  0.000
H: -1.83 -0.33 3.07  0.000
H: -1.64 -0.80 1.46  0.000

Its multiplicity is 5. The calculation puts the orbital gap (spin up / spin down) at 6.454 / 6.333 eV. The expectation value of S² is 6.0219. The value obtained for the HOMO energy (spin up / spin down) is -8.5 / -8.4 eV. Its energy above the lowest of the compared OMol25 structures with the same formula, charge and spin is 144.1 kJ/mol. The calculation puts the total energy at -3210.8065 hartree.

***

[2]
This record from the OMol25 dataset describes a 2-piece molecular cluster, CH6N3O overall. The level of theory is ωB97M-V/def2-TZVPD.

Last column: Löwdin charge in e.
Geometry (Å):
C: 1.03 -0.12 -0.03  -0.252
N: 0.62 -1.22 0.10  0.209
N: -1.59 0.15 0.04  -0.012
N: 1.89 0.86 0.15  0.217
O: -0.55 1.06 -0.14  -0.172
H: 0.78 -2.14 -0.32  0.157
H: -1.04 -0.87 0.19  0.155
H: -2.19 -0.19 -0.80  0.203
H: -2.24 0.25 0.92  0.210
H: 2.75 0.75 -0.35  0.151
H: 1.40 1.72 0.36  0.134

Its multiplicity is 1. The calculation puts the orbital gap at 11.779 eV. The net charge is +1. The value obtained for the HOMO energy is -15.6 eV. Its energy above the lowest of the compared OMol25 structures with the same formula, charge and spin is 277.3 kJ/mol. The calculation puts the total energy at -280.8277 hartree.

***

[3]
This record from the OMol25 dataset describes C38H45BHfN12S2 as an isolated structure. The level of theory is ωB97M-V/def2-TZVPD.

Last column: Löwdin charge in e.
Geometry (Å):
Hf: -0.50 -0.13 0.04  1.605
C: 1.39 0.28 -3.37  -0.014
C: 1.92 -0.68 -2.35  -0.299
C: 3.11 -1.40 -2.46  0.031
C: 3.09 -2.31 -1.42  -0.269
C: 4.10 -3.36 -1.07  -0.013
N: 1.95 -2.12 -0.73  0.012
N: 1.24 -1.09 -1.28  -0.015
B: 1.23 -3.15 0.15  -0.533
N: -0.11 -3.45 -0.52  0.030
N: -0.99 -2.44 -0.82  -0.020
C: -1.93 -2.98 -1.60  -0.329
C: -3.05 -2.26 -2.26  -0.060
C: -1.66 -4.35 -1.78  0.017
C: -0.50 -4.60 -1.09  -0.267
C: 0.25 -5.88 -0.94  -0.018
N: 0.97 -2.65 1.58  0.031
N: 0.06 -1.65 1.80  -0.027
C: -0.31 -1.73 3.08  -0.347
C: -1.33 -0.88 3.77  -0.064
C: 0.40 -2.76 3.70  0.021
C: 1.19 -3.32 2.72  -0.264
C: 2.13 -4.48 2.82  -0.013
H: 0.98 -0.29 -4.20  0.096
H: 0.61 0.92 -2.97  0.032
H: 2.19 0.91 -3.76  0.086
H: 3.88 -1.29 -3.21  0.116
H: 4.99 -3.21 -1.67  0.083
H: 4.37 -3.31 -0.01  0.081
H: 3.71 -4.36 -1.26  0.077
H: 1.90 -4.14 0.22  0.111
H: -3.41 -1.42 -1.68  0.000
H: -2.74 -1.89 -3.24  0.067
H: -3.88 -2.96 -2.42  0.085
H: -2.25 -5.05 -2.35  0.111
H: -0.29 -6.68 -1.45  0.081
H: 1.25 -5.82 -1.39  0.078
H: 0.37 -6.16 0.10  0.078
H: -1.84 -0.20 3.09  -0.001
H: -2.08 -1.52 4.23  0.089
H: -0.85 -0.30 4.57  0.084
H: 0.33 -3.06 4.73  0.117
H: 2.22 -4.78 3.86  0.083
H: 1.76 -5.34 2.25  0.077
H: 3.12 -4.23 2.44  0.083
C: -6.16 1.12 -2.34  -0.092
C: -5.57 1.57 -1.01  -0.241
N: -4.87 0.47 -0.37  -0.011
C: -3.69 0.59 0.26  -0.789
S: -2.93 -0.88 0.83  0.685
N: -3.15 1.77 0.39  -0.009
N: -1.89 1.66 0.93  -0.119
C: -1.49 2.61 1.69  -0.270
C: -2.29 3.85 1.95  -0.009
C: -0.21 2.39 2.38  -0.221
C: 0.39 3.38 3.14  0.000
C: 1.53 3.08 3.86  -0.040
C: 2.01 1.79 3.82  -0.032
C: 1.36 0.87 3.02  -0.137
N: 0.28 1.15 2.30  0.056
H: -6.71 1.94 -2.80  0.074
H: -5.37 0.81 -3.02  0.025
H: -6.86 0.29 -2.20  0.072
H: -4.85 2.37 -1.16  0.104
H: -6.36 1.95 -0.35  0.113
H: -5.27 -0.45 -0.40  0.116
H: -3.32 3.70 1.66  0.071
H: -2.23 4.15 3.00  0.081
H: -1.89 4.67 1.34  0.099
H: -0.03 4.38 3.15  0.112
H: 2.02 3.84 4.45  0.115
H: 2.89 1.49 4.38  0.115
H: 1.73 -0.15 2.96  0.110
C: 4.65 1.94 1.37  -0.110
C: 4.03 0.71 1.20  -0.096
C: 2.76 0.63 0.65  -0.086
C: 2.06 1.76 0.19  -0.307
C: 2.69 3.00 0.45  -0.048
C: 3.95 3.08 1.01  -0.089
N: 0.79 1.66 -0.40  -0.077
C: 0.50 2.72 -1.31  -0.305
C: 1.51 3.21 -2.16  -0.081
C: 1.27 4.21 -3.09  -0.084
C: -0.01 4.75 -3.23  -0.102
C: -1.02 4.26 -2.42  -0.088
C: -0.77 3.27 -1.48  -0.062
H: 5.65 2.00 1.79  0.094
H: 4.52 -0.20 1.52  0.105
H: 2.28 -0.34 0.65  0.069
H: 2.18 3.92 0.18  0.117
H: 4.39 4.06 1.17  0.102
H: 2.50 2.79 -2.09  0.115
H: 2.08 4.55 -3.72  0.101
H: -0.20 5.52 -3.96  0.096
H: -2.03 4.64 -2.53  0.102
H: -1.62 2.91 -0.91  0.064
S: -2.72 1.07 -4.13  0.658
C: -2.01 0.66 -2.76  -0.917
N: -1.49 0.37 -1.75  -0.059

Its multiplicity is 1. The calculation puts the orbital gap at 6.621 eV. The value obtained for the HOMO energy is -6.9 eV. Its energy above the lowest of the compared OMol25 structures with the same formula, charge and spin is 0.0 kJ/mol. The calculation puts the total energy at -3001.6643 hartree.